Here is a 40-piece molecular cluster, H80O40 overall in a non-equilibrium geometry from the OMol25 dataset. Energies are from ωB97M-V/def2-TZVPD.

CARTESIAN COORDINATES (ANGSTROEM)
H (1.8802, -0.9972, -3.2520)
H (3.1859, -1.3224, -2.4970)
O (2.4480, -1.7288, -2.9612)
H (1.0202, 0.8703, -1.7421)
H (1.5851, 2.1174, -2.7769)
O (1.6572, 1.5176, -2.0293)
H (-4.2742, -0.4868, 2.4470)
H (-5.1162, -0.0599, 3.6220)
O (-4.8353, -0.8310, 3.1250)
H (0.8631, -3.5709, -0.6127)
H (-0.5256, -2.8359, -0.8849)
O (0.0506, -3.2881, -0.2258)
H (-1.6123, 1.2614, -1.1722)
H (-2.5777, 0.2463, -0.5883)
O (-2.0991, 0.4581, -1.3989)
H (-3.6662, -4.1980, -3.8465)
O (-3.9935, -3.5258, -3.2665)
H (3.2354, -1.5459, 5.6122)
O (2.7123, -1.1202, 6.2713)
H (-1.1832, -1.3615, 5.9324)
H (-2.0021, -0.1235, 5.8131)
O (-1.1229, -0.4139, 6.0653)
H (2.4811, -1.3792, 0.2007)
H (1.6326, -1.8609, 1.2307)
O (2.5673, -1.9382, 0.9766)
H (0.0571, 1.9696, 0.9295)
H (-1.1478, 2.8050, 0.9981)
O (-0.7339, 2.1079, 0.4437)
H (0.6375, -2.0246, 4.4235)
H (-0.8107, -1.9559, 3.4860)
O (0.1415, -1.8556, 3.6455)
H (1.8874, -4.1068, -2.9488)
O (2.2029, -4.4440, -2.1048)
H (2.4712, 2.7902, -0.7827)
H (3.2251, 2.3036, 0.2905)
O (2.5989, 3.0345, 0.1432)
H (0.1261, -0.8677, -4.1959)
H (0.8990, 0.6195, -4.2705)
O (0.4675, -0.0933, -3.7665)
H (-0.1996, 5.6946, 2.2802)
H (0.6023, 5.1598, 3.3158)
O (0.1403, 5.9907, 3.1346)
H (-6.3087, -1.6022, -1.2983)
H (-4.7744, -1.7037, -1.2854)
O (-5.5795, -2.1676, -1.0312)
H (0.3031, 2.8229, 5.9105)
H (-0.5952, 3.2212, 4.6845)
O (0.2386, 2.8147, 4.9544)
H (-2.9485, 3.4524, -2.4620)
H (-4.1684, 3.2545, -1.6977)
O (-3.3563, 3.7794, -1.6600)
H (0.5391, 4.0427, -0.1530)
O (0.4578, 4.9349, 0.1913)
H (-2.3360, 1.7596, -4.3985)
H (-1.5375, 0.8669, -3.4223)
O (-1.8246, 1.7650, -3.6288)
H (-2.4414, 3.6802, 3.4809)
O (-1.5585, 4.0791, 3.4908)
H (2.1305, 0.9688, 1.6780)
H (1.7586, 0.1346, 2.8909)
O (1.4445, 0.3746, 1.9823)
H (0.2201, 3.0179, -3.4147)
H (0.2039, 2.1946, -4.7784)
O (0.7620, 2.6067, -4.1305)
H (1.4583, 0.5843, 5.1739)
H (2.8938, 1.1343, 4.8323)
O (2.1258, 0.7147, 4.5025)
H (2.1273, -6.0206, 0.9455)
H (2.7337, -5.7320, -0.4509)
O (1.9219, -5.7461, 0.0517)
H (0.2248, -6.0072, -1.6791)
H (-0.5340, -5.4109, -2.8166)
O (-0.3414, -6.2579, -2.4185)
H (-2.9874, 3.7963, 0.3950)
H (-2.9269, 4.8381, 1.5618)
O (-3.0199, 3.9105, 1.3463)
H (-3.9701, -0.6575, -4.6800)
H (-2.9705, -1.7419, -4.4498)
O (-3.1251, -0.8093, -4.2547)
H (2.2281, 0.0577, -6.1738)
H (3.0476, 1.2182, -5.7382)
O (2.3299, 0.6519, -5.4237)
H (5.2262, -3.0886, 1.1300)
H (4.2215, -2.0398, 1.8344)
O (5.1244, -2.2676, 1.5687)
H (5.1021, 2.2622, 1.7715)
H (5.1005, 0.8763, 2.1347)
O (4.4617, 1.5390, 1.8404)
H (4.4531, 0.3084, -2.5098)
O (4.8404, -0.2423, -3.1980)
H (-1.7777, -0.0665, 1.2652)
H (-1.5320, -0.1619, 2.6956)
O (-2.1872, 0.2144, 2.0903)
H (1.3501, 5.2156, 0.3746)
H (-3.8342, -3.4667, -2.3275)
H (-1.0506, 3.2824, 3.2808)
H (1.7885, -1.3509, 6.3284)
H (2.8869, -3.8222, -1.8736)
H (4.1861, -0.3016, -3.8947)
O (2.8947, 5.4011, 1.1474)
H (2.8298, 4.4425, 0.9190)
H (3.7988, 5.6624, 0.9614)
O (-2.4024, -1.6950, 4.1564)
H (-3.0269, -1.2917, 3.5124)
H (-2.9298, -2.4908, 4.3134)
O (-0.7294, 3.6959, -2.0143)
H (-1.4242, 4.0587, -2.5441)
H (-1.1440, 2.9102, -1.6930)
O (0.1378, -4.1927, 2.2227)
H (0.5243, -3.3872, 2.4343)
H (0.0976, -4.2477, 1.2494)
O (-1.0916, -2.2211, -2.3583)
H (-0.1715, -2.0316, -2.5810)
H (-1.2789, -1.4818, -1.7545)
O (-0.5302, -1.8904, -5.7375)
H (-0.5379, -2.8307, -5.8716)
H (-1.2797, -1.4796, -6.1737)
O (-3.0268, -2.3009, 0.2257)
H (-3.6266, -2.7599, 0.8266)
H (-2.1632, -2.5903, 0.5580)

Atoms 1-3, force components in eV/Å:
-0.142 0.305 0.027
0.168 -0.079 -0.094
-0.101 -0.456 0.175

## Properties
Molecular weight ... 720.60 g mol⁻¹
F_max ... 0.0700 Eh/bohr
Energy above the lowest of the compared OMol25 structures with the same formula, charge and spin ... 753.01 kJ/mol
E_tot ... -3057.4705 Ha
2S+1 ... 1

Löwdin atomic charge list, values in e, 2 entries: H -0.0161; H 0.0156